Record 1
Here is a 4-piece molecular cluster, C48H52BrF25O11 overall from the Open Molecules 2025 dataset. Energies are from wB97M-V/def2-TZVPD.

XYZ file:
```
137
Properties=species:S:1:pos:R:3:lowdin_charge:R:1
C -3.86 2.74 5.42 0.0566
C -4.14 3.57 4.42 -0.0660
C -4.90 3.09 3.24 -0.5009
O -5.87 2.38 3.32 0.1303
O -4.39 3.51 2.05 -0.0274
C -5.28 4.35 1.28 -0.1595
C -4.97 4.11 -0.18 -0.1780
C -5.38 2.71 -0.62 -0.1933
C -5.04 2.42 -2.09 -0.1748
C -3.54 2.12 -2.23 -0.1779
C -3.23 0.61 -2.06 -0.0688
C -1.82 0.22 -2.50 -0.3514
O -1.36 0.89 -3.65 0.0644
C -2.03 0.70 -4.84 -0.3991
O -3.20 0.87 -4.98 0.1815
C -1.14 0.33 -5.98 -0.1361
C -1.35 -0.84 -6.69 -0.0380
C -0.53 -1.13 -7.77 -0.0701
C 0.47 -0.24 -8.15 -0.0754
C 0.68 0.93 -7.44 -0.0700
C -0.13 1.21 -6.35 -0.0165
O -0.98 0.57 -1.39 -0.0008
C -0.34 1.80 -1.38 -0.3784
O 0.90 1.71 -2.06 0.0274
C -0.10 2.14 0.11 0.0161
C 0.09 0.86 0.87 -0.4548
O 1.12 0.28 1.00 0.1542
F -1.04 0.35 1.41 0.1169
C -1.68 -1.34 -2.64 -0.2026
C -0.28 -1.85 -2.29 -0.1354
C 0.85 -1.30 -3.16 -0.1705
C 1.02 -2.10 -4.45 -0.1400
C 2.17 -1.65 -5.32 -0.2141
C 2.79 -0.41 -5.17 -0.0486
C 3.86 -0.05 -5.97 -0.0877
C 4.33 -0.90 -6.96 -0.0960
C 3.72 -2.14 -7.11 -0.0922
C 2.65 -2.50 -6.31 -0.0516
O -2.68 -1.87 -1.79 -0.1057
C -2.88 -3.23 -1.73 -0.6840
Br -1.82 -4.10 -0.26 0.6504
C -2.73 -3.95 -3.02 -0.1946
C -3.81 -4.48 -3.61 0.0496
H -3.02 2.91 6.08 0.0639
H -4.45 1.85 5.61 0.0755
H -3.82 4.60 4.47 0.0949
H -5.02 5.38 1.54 0.1092
H -6.32 4.14 1.52 0.1287
H -3.89 4.24 -0.26 0.1004
H -5.41 4.89 -0.81 0.1248
H -6.43 2.51 -0.40 0.1197
H -4.79 2.00 -0.03 0.1114
H -5.61 1.53 -2.38 0.1095
H -5.32 3.27 -2.71 0.1103
H -3.04 2.63 -1.40 0.0922
H -3.11 2.53 -3.14 0.1063
H -3.98 0.07 -2.65 0.1248
H -3.34 0.40 -1.00 0.1341
H -2.14 -1.52 -6.41 0.1219
H -0.68 -2.03 -8.35 0.1085
H 1.10 -0.45 -9.01 0.1082
H 1.46 1.62 -7.73 0.1090
H 0.03 2.13 -5.80 0.1234
H -0.93 2.61 -1.80 0.1482
H 1.18 2.60 -2.27 0.1100
H 0.84 2.68 0.21 0.1311
H -0.94 2.70 0.52 0.1265
H -1.85 -1.57 -3.70 0.1480
H -0.09 -1.72 -1.22 0.1082
H -0.28 -2.93 -2.44 0.0798
H 1.78 -1.44 -2.61 0.1336
H 0.77 -0.24 -3.36 0.0759
H 1.24 -3.13 -4.16 0.1237
H 0.08 -2.14 -5.02 0.0975
H 2.45 0.30 -4.43 0.1049
H 4.32 0.92 -5.81 0.1009
H 5.17 -0.59 -7.56 0.0977
H 4.09 -2.81 -7.87 0.0997
H 2.19 -3.47 -6.47 0.1139
H -3.90 -3.37 -1.39 0.0972
H -1.75 -4.09 -3.46 0.1047
H -4.58 -4.92 -2.98 0.0721
H -3.97 -4.44 -4.68 0.0637
F 5.07 -2.04 1.62 0.0959
C 4.29 -1.41 2.53 -0.2973
F 5.05 -0.46 3.13 0.0957
C 3.75 -2.36 3.59 -0.4329
F 4.77 -2.83 4.36 0.1222
F 2.97 -1.60 4.40 0.1107
C 2.88 -3.54 3.14 -0.0306
O 3.49 -4.81 2.98 0.0206
C 4.12 -5.16 1.82 -0.5424
F 3.87 -4.29 0.83 0.1577
F 3.62 -6.36 1.43 0.1482
C 5.63 -5.38 2.02 -0.2898
F 6.22 -4.29 2.55 0.1030
F 6.20 -5.64 0.82 0.1065
H 3.46 -0.91 2.01 0.1629
H 2.18 -3.69 3.96 0.1443
H 2.27 -3.28 2.28 0.1516
H 5.79 -6.23 2.69 0.1653
F -4.03 9.72 0.51 0.0959
C -3.99 10.88 1.20 -0.3065
F -3.75 11.88 0.31 0.1014
C -2.87 10.88 2.24 -0.4441
F -1.66 10.85 1.63 0.1357
F -2.97 12.09 2.88 0.1042
C -2.92 9.82 3.35 -0.0387
O -2.13 8.65 3.19 0.0546
C -2.56 7.56 2.49 -0.5422
F -3.88 7.64 2.20 0.1425
F -2.40 6.48 3.29 0.1385
C -1.72 7.30 1.24 -0.2795
F -1.69 8.38 0.43 0.1068
F -2.26 6.27 0.55 0.0931
H -4.96 11.06 1.67 0.1735
H -2.48 10.31 4.22 0.1501
H -3.94 9.58 3.62 0.1478
H -0.69 7.05 1.52 0.1762
F 4.31 -5.43 7.06 0.1027
C 3.96 -5.92 5.85 -0.3061
F 2.64 -5.69 5.68 0.1024
C 4.23 -7.43 5.75 -0.4367
F 3.41 -8.10 6.59 0.1370
F 3.87 -7.77 4.48 0.1022
C 5.67 -7.91 5.93 -0.0433
O 6.06 -8.41 7.20 0.0519
C 6.50 -7.58 8.20 -0.5445
F 6.74 -6.34 7.76 0.1535
F 7.68 -8.08 8.64 0.1428
C 5.55 -7.59 9.41 -0.2870
F 4.30 -7.25 9.05 0.1035
F 6.00 -6.69 10.32 0.1008
H 4.51 -5.38 5.07 0.1485
H 5.75 -8.78 5.28 0.1495
H 6.39 -7.19 5.55 0.1458
H 5.53 -8.58 9.86 0.1748
```

Summary:
Structure (SMILES) ... C=CC(=O)OCCCCCC[C@@](OC(=O)c1ccccc1)(O[C@H](O)CC(=O)F)[C@@H](CCCc1ccccc1)O[C@H](Br)C=C.FC(F)C(F)(F)COC(F)(F)C(F)F.FC(F)C(F)(F)COC(F)(F)C(F)F.FC(F)C(F)(F)COC(F)(F)C(F)F
E_HOMO ... -9.02 eV
Charge ... 0
LUMO ... 0.134 eV

Record 2
Here is C48H53Br2F5N2O5SeV as an isolated structure from the Open Molecules 2025 dataset. Energies are from wB97M-V/def2-TZVPD.

XYZ file:
```
117
Properties=species:S:1:pos:R:3:lowdin_charge:R:1
V 0.18 -0.39 -1.81 0.9146
C -4.21 0.34 4.55 -0.0425
C -4.41 -0.68 3.42 -0.5597
C -4.16 -2.08 3.98 -0.0657
C -5.85 -0.61 2.92 -0.0436
C -3.46 -0.36 2.27 -0.1507
C -2.49 -1.25 1.83 -0.0257
C -1.71 -0.91 0.76 -0.3259
Se -0.22 -1.97 0.10 1.3382
C 1.00 -1.19 1.35 -0.3750
C 1.08 -1.72 2.62 -0.0526
C 1.95 -1.16 3.55 -0.1697
C 2.72 -0.09 3.09 0.0103
C 2.68 0.46 1.81 -0.0676
C 1.75 -0.09 0.88 -0.3505
O 1.59 0.34 -0.35 -0.1989
C 3.67 1.62 1.53 -0.5280
C 3.65 2.15 0.09 -0.0656
C 5.10 1.13 1.81 -0.0476
C 3.33 2.79 2.46 -0.0445
C 2.11 -1.69 4.98 -0.5590
C 3.52 -2.29 5.13 -0.0451
C 1.94 -0.54 5.98 -0.0489
C 1.08 -2.77 5.30 -0.0680
C -1.85 0.30 0.08 -0.2446
O -1.06 0.38 -1.03 -0.2651
C -2.72 1.27 0.56 -0.0657
C -3.53 0.88 1.63 0.0289
C -2.83 2.72 0.02 -0.5188
C -1.68 3.11 -0.91 -0.0395
C -4.16 2.86 -0.73 -0.0305
C -2.80 3.70 1.21 -0.0456
H -4.87 0.10 5.39 0.0865
H -4.43 1.36 4.22 0.0779
H -3.17 0.32 4.91 0.0911
H -4.86 -2.27 4.79 0.0873
H -3.14 -2.17 4.39 0.0825
H -4.31 -2.85 3.22 0.0915
H -6.55 -0.87 3.73 0.0863
H -6.01 -1.31 2.09 0.0932
H -6.11 0.40 2.57 0.0784
H -2.34 -2.21 2.32 0.1083
H 0.46 -2.57 2.87 0.0997
H 3.42 0.36 3.80 0.1009
H 3.97 1.38 -0.61 0.0738
H 4.35 2.99 0.02 0.0897
H 2.66 2.49 -0.20 0.0809
H 5.33 0.25 1.20 0.0857
H 5.25 0.86 2.86 0.0754
H 5.82 1.91 1.56 0.0862
H 2.32 3.16 2.26 0.0906
H 4.04 3.61 2.30 0.0856
H 3.38 2.50 3.51 0.0755
H 4.29 -1.53 4.98 0.0787
H 3.67 -3.08 4.39 0.0895
H 3.65 -2.72 6.13 0.0849
H 2.68 0.24 5.83 0.0745
H 2.05 -0.92 7.01 0.0846
H 0.94 -0.09 5.88 0.0900
H 1.23 -3.66 4.68 0.0869
H 0.06 -2.41 5.14 0.0821
H 1.18 -3.07 6.35 0.0855
H -4.25 1.60 1.99 0.1058
H -1.73 2.57 -1.86 0.0560
H -0.71 2.91 -0.46 0.0949
H -1.75 4.18 -1.12 0.0922
H -4.22 2.15 -1.55 0.0752
H -4.26 3.87 -1.14 0.0903
H -5.01 2.68 -0.06 0.0839
H -1.85 3.61 1.75 0.0958
H -3.62 3.54 1.91 0.0722
H -2.88 4.72 0.83 0.0871
C 4.67 -2.75 -1.78 0.0010
C 3.17 -2.90 -1.97 -0.5227
C 2.80 -4.21 -2.65 0.0123
O 2.50 -2.89 -0.72 -0.0403
C 2.69 -1.77 -2.90 -0.4411
O 3.26 -1.48 -3.91 0.1492
O 1.56 -1.12 -2.50 -0.2149
H 5.05 -3.60 -1.21 0.0939
H 4.90 -1.83 -1.24 0.0911
H 5.17 -2.71 -2.75 0.0948
H 3.35 -5.04 -2.19 0.0934
H 3.05 -4.17 -3.71 0.0987
H 1.73 -4.40 -2.54 0.0964
H 2.78 -2.11 -0.22 0.0786
Br -4.01 4.21 -6.27 0.7759
C -3.03 2.92 -5.30 -0.6750
C -3.69 1.88 -4.69 -0.0930
C -2.91 0.99 -3.95 -0.1062
N -1.59 1.10 -3.83 0.1058
C -0.97 2.09 -4.46 -0.2064
C -1.66 3.04 -5.20 -0.0513
C 0.52 2.14 -4.30 -0.1864
C 1.31 2.80 -5.22 -0.0517
C 2.67 2.84 -5.00 -0.6645
Br 3.78 3.75 -6.23 0.7847
C 3.22 2.24 -3.89 -0.0702
C 2.35 1.59 -3.03 -0.1016
N 1.03 1.53 -3.22 0.1258
H -4.76 1.76 -4.77 0.1085
H -3.37 0.15 -3.44 0.1256
H -1.15 3.88 -5.67 0.1067
H 0.88 3.25 -6.10 0.1069
H 4.29 2.25 -3.70 0.1147
H 2.73 1.10 -2.14 0.0777
F 0.28 -0.82 -4.98 0.0930
C -0.58 -1.70 -4.45 -0.2376
C -0.96 -1.62 -3.11 -0.0645
C -1.90 -2.58 -2.76 -0.2410
F -2.45 -2.59 -1.53 0.0288
C -2.38 -3.57 -3.60 -0.1533
F -3.27 -4.46 -3.17 0.1185
C -1.94 -3.61 -4.90 -0.1473
F -2.39 -4.54 -5.74 0.1298
C -1.04 -2.66 -5.33 -0.1474
F -0.62 -2.67 -6.60 0.1200
```

Summary:
2S+1 ... 2
E_HOMO (spin up / spin down) ... -7.67 / -7.67 eV
Charge ... 0
LUMO (spin up / spin down) ... -0.599 / -0.346 eV

Record 3
Here is a 6-piece molecular cluster, C48H53O16P overall from the Open Molecules 2025 dataset. Energies are from wB97M-V/def2-TZVPD.

XYZ file:
```
118
Properties=species:S:1:pos:R:3:lowdin_charge:R:1
C -1.22 8.77 4.15 -0.0306
C 0.10 8.23 4.00 -0.2297
P 0.28 6.40 3.45 0.8036
C -1.24 5.70 2.50 -0.2676
C -1.51 4.14 2.76 -0.2829
C -2.81 3.75 1.86 -0.1312
C 1.92 5.41 3.67 -0.2533
C 2.01 4.11 2.69 -0.1967
C 1.74 2.82 3.62 -0.1121
C 3.03 2.28 4.39 -0.3761
O 3.15 2.60 5.61 0.0642
O 4.00 1.44 3.75 -0.0824
C 3.42 0.08 3.85 -0.2096
C 3.00 -0.51 2.40 -0.0804
C 1.05 7.08 1.81 -0.2950
C 0.19 8.24 1.11 -0.2343
O 0.83 9.56 1.19 -0.0799
C 0.07 10.53 0.49 -0.4235
C 0.90 11.59 -0.40 -0.0064
O -1.17 10.63 0.54 0.0474
C -0.39 5.85 5.14 -0.3352
C 0.40 6.44 6.41 -0.1239
C -0.61 7.21 7.41 -0.3865
O -0.29 8.20 8.10 0.0446
O -1.96 6.73 7.58 -0.0014
H -2.10 8.05 4.31 0.0631
H -1.47 9.87 4.10 0.0745
H 0.98 8.93 4.17 0.1002
H -2.20 6.26 2.81 0.1005
H -1.14 5.82 1.36 0.0939
H -0.67 3.45 2.37 0.0884
H -1.81 3.88 3.84 0.1027
H -2.51 4.01 0.78 0.0779
H -3.68 4.43 2.20 0.0825
H -3.06 2.64 1.96 0.0712
H 2.84 6.05 3.42 0.0974
H 2.07 5.02 4.73 0.0779
H 1.32 4.18 1.79 0.0882
H 3.10 4.04 2.32 0.1248
H 0.98 3.12 4.43 0.1105
H 1.26 1.99 3.00 0.1130
H 2.47 0.08 4.49 0.1251
H 4.17 -0.60 4.39 0.1318
H 2.70 0.37 1.73 0.0761
H 3.88 -1.07 1.96 0.0795
H 2.07 -1.21 2.47 0.0599
H 2.11 7.50 1.96 0.0994
H 1.14 6.22 1.04 0.0847
H 0.17 7.99 -0.02 0.1334
H -0.91 8.26 1.42 0.1092
H 1.41 12.38 0.26 0.0936
H 1.62 11.08 -1.12 0.0831
H 0.15 12.18 -1.06 0.0912
H -1.51 6.14 5.17 0.0830
H -0.33 4.70 5.22 0.0727
H 0.77 5.54 7.03 0.1320
H 1.32 7.05 6.16 0.1168
H -2.13 6.65 8.55 0.1209
O 1.04 -2.87 1.73 0.0760
C 0.57 -3.14 0.64 -0.3570
C -0.71 -3.89 0.52 0.0218
C -1.22 -4.19 -0.68 0.0284
C -0.53 -3.79 -1.93 -0.3724
O -1.00 -4.07 -3.02 0.0815
C 0.74 -3.05 -1.80 0.0156
C 1.25 -2.75 -0.61 0.0314
H -1.19 -4.16 1.44 0.0932
H -2.15 -4.73 -0.79 0.1155
H 1.23 -2.77 -2.73 0.0925
H 2.18 -2.21 -0.50 0.1224
O 3.42 -3.70 -2.65 0.0894
C 3.60 -4.23 -3.74 -0.3687
C 2.85 -3.78 -4.94 0.0296
C 3.04 -4.35 -6.13 0.0373
C 4.01 -5.46 -6.30 -0.3779
O 4.18 -5.98 -7.38 0.1050
C 4.75 -5.91 -5.10 0.0259
C 4.56 -5.33 -3.92 0.0273
H 2.15 -2.97 -4.79 0.1175
H 2.50 -4.04 -7.01 0.1113
H 5.46 -6.72 -5.25 0.1240
H 5.10 -5.65 -3.03 0.1239
O -0.31 -8.92 -9.18 0.1073
C -0.04 -7.73 -9.18 -0.3837
C -1.03 -6.72 -8.77 0.0239
C -0.74 -5.42 -8.77 0.0231
C 0.59 -4.93 -9.19 -0.3956
O 0.86 -3.74 -9.19 0.0879
C 1.59 -5.94 -9.61 0.0131
C 1.29 -7.24 -9.61 0.0252
H -2.00 -7.09 -8.46 0.1090
H -1.45 -4.66 -8.47 0.1228
H 2.55 -5.57 -9.92 0.1219
H 2.01 -8.00 -9.91 0.1245
O -6.07 -3.17 5.58 0.1146
C -5.40 -3.47 4.62 -0.3841
C -4.16 -2.74 4.29 0.0293
C -3.42 -3.07 3.23 0.0308
C -3.82 -4.17 2.33 -0.3512
O -3.15 -4.48 1.36 0.0626
C -5.07 -4.90 2.65 0.0284
C -5.80 -4.57 3.72 0.0271
H -3.88 -1.94 4.96 0.1255
H -2.51 -2.55 2.97 0.1217
H -5.35 -5.70 1.98 0.1239
H -6.72 -5.09 3.97 0.1248
O -3.14 -7.99 -6.32 0.0924
C -2.53 -8.18 -5.28 -0.3811
C -1.86 -7.06 -4.57 0.0293
C -1.19 -7.27 -3.44 0.0243
C -1.09 -8.61 -2.84 -0.3844
O -0.48 -8.80 -1.81 0.1039
C -1.75 -9.73 -3.55 0.0213
C -2.42 -9.52 -4.69 0.0240
H -1.95 -6.08 -5.02 0.1204
H -0.70 -6.46 -2.91 0.0979
H -1.66 -10.71 -3.10 0.1223
H -2.91 -10.33 -5.22 0.1234
```

Summary:
Structure (SMILES) ... C=CP(CCC)(CCCC(=O)OCC)(CCOC(C)=O)CCC(=O)O.O=C1C=CC(=O)C=C1.O=C1C=CC(=O)C=C1.O=C1C=CC(=O)C=C1.O=C1C=CC(=O)C=C1.O=C1C=CC(=O)C=C1
E_HOMO ... -8.16 eV
Charge ... 0
LUMO ... -2.050 eV

Record 4
Here is C48H55N4O6S2Sb2ScSe2 as an isolated structure from the Open Molecules 2025 dataset. Energies are from wB97M-V/def2-TZVPD.

XYZ file:
```
120
Properties=species:S:1:pos:R:3:lowdin_charge:R:1
Sc 1.30 -0.91 1.93 0.5488
O 5.70 -1.96 -0.97 -0.0949
C 4.36 -2.23 -1.37 -0.2793
C 3.76 -3.49 -0.73 -0.5750
C 4.62 -4.70 -1.12 -0.2243
O 4.67 -4.98 -2.52 -0.0650
C 2.35 -3.67 -1.28 -0.4853
Se 1.02 -2.40 -0.60 0.6243
C 3.76 -3.46 0.81 -0.5262
Se 3.85 -1.70 1.69 0.6341
H 5.63 -1.68 -0.04 0.0030
H 4.37 -2.34 -2.46 0.1096
H 3.71 -1.38 -1.15 0.0756
H 4.20 -5.60 -0.66 0.1256
H 5.63 -4.55 -0.73 0.1169
H 5.02 -4.19 -2.95 0.0710
H 1.98 -4.66 -1.01 0.0672
H 2.33 -3.57 -2.36 0.0549
H 4.62 -4.00 1.20 0.0495
H 2.86 -3.94 1.18 0.0491
C -1.94 3.13 0.35 -0.1948
N -0.67 2.55 0.71 0.0322
C -0.24 2.78 1.89 -0.1421
C 0.99 2.30 2.49 -0.3410
C 1.58 2.97 3.55 -0.0757
C 2.85 2.39 3.74 -0.0943
C 2.94 1.39 2.79 -0.2383
N 1.81 1.30 2.03 -0.0381
C -1.89 3.88 -0.95 -0.1831
C -0.91 3.43 -2.00 -0.2016
C -0.75 4.30 -3.27 -0.1671
C -1.84 5.32 -3.46 -0.0682
C -2.73 5.58 -2.50 -0.0861
C -2.73 4.89 -1.21 -0.0526
H -2.33 3.80 1.14 0.1072
H -2.66 2.30 0.25 0.1188
H -0.80 3.46 2.55 0.1157
H 1.14 3.78 4.11 0.0969
H 3.59 2.64 4.47 0.0872
H 3.78 0.74 2.60 0.0239
H 0.04 3.26 -1.50 0.0989
H 0.22 4.79 -3.37 0.1416
H -1.87 5.87 -4.39 0.1021
H -3.49 6.34 -2.67 0.0891
H -3.44 5.21 -0.45 0.0995
C -3.94 -2.81 5.87 -0.3735
Sb -2.31 -2.45 4.49 1.3054
C -2.68 -4.34 3.53 -0.3609
C -0.85 -3.25 5.83 -0.3139
H -3.82 -3.78 6.35 -0.0106
H -4.89 -2.78 5.33 -0.0163
H -3.97 -2.04 6.64 -0.0150
H -3.02 -5.06 4.28 -0.0070
H -1.77 -4.69 3.06 -0.0147
H -3.45 -4.23 2.76 -0.0085
H -1.17 -4.24 6.16 0.0005
H -0.72 -2.60 6.70 -0.0036
H 0.11 -3.33 5.31 0.0051
C 0.50 2.66 -4.75 -0.0300
C -0.86 3.02 -4.17 -0.3887
C -1.87 3.11 -5.28 -0.0669
C -3.12 2.67 -5.16 -0.0998
C -3.60 2.06 -3.92 -0.0858
C -2.78 1.89 -2.88 -0.1302
C -1.32 2.20 -2.90 -0.3445
Sb -0.41 0.35 -1.89 1.5703
C -1.89 -1.02 -2.69 -0.3275
C -2.67 -1.58 -1.67 -0.1592
C -3.69 -2.48 -1.94 -0.0961
C -3.96 -2.84 -3.25 -0.1046
C -3.22 -2.26 -4.27 -0.0703
C -2.21 -1.33 -4.01 -0.2959
C -1.56 -0.66 -5.19 -0.0676
C 1.31 -0.07 -3.14 -0.3670
C 1.32 -1.09 -4.09 -0.1517
C 2.45 -1.34 -4.86 -0.0972
C 3.59 -0.59 -4.67 -0.1080
C 3.62 0.37 -3.67 -0.0673
C 2.50 0.63 -2.88 -0.3408
C 2.61 1.62 -1.75 -0.0595
H 0.79 3.43 -5.47 0.0867
H 0.49 1.70 -5.26 0.0773
H 1.27 2.61 -3.98 0.0685
H -1.54 3.59 -6.20 0.1075
H -3.81 2.78 -5.99 0.0914
H -4.63 1.75 -3.85 0.0945
H -3.18 1.46 -1.97 0.1012
H -2.47 -1.30 -0.64 0.0478
H -4.27 -2.90 -1.12 0.0955
H -4.74 -3.55 -3.48 0.0898
H -3.45 -2.50 -5.30 0.1034
H -1.11 -1.39 -5.88 0.0832
H -0.78 0.04 -4.88 0.0331
H -2.30 -0.09 -5.75 0.0772
H 0.45 -1.71 -4.20 0.0849
H 2.43 -2.14 -5.60 0.0952
H 4.47 -0.76 -5.28 0.0931
H 4.54 0.91 -3.47 0.1076
H 3.60 2.08 -1.73 0.0822
H 2.44 1.14 -0.78 0.0663
H 1.87 2.42 -1.83 0.0509
O 0.20 -2.90 2.40 -0.6644
S -0.86 -2.36 1.46 0.4883
N -0.76 -0.87 1.35 -0.4972
O 2.17 1.26 7.86 -0.3192
S 1.23 0.26 7.42 0.6099
O 0.76 -0.68 8.40 -0.3278
N 1.77 -0.50 6.09 0.0070
C 0.97 -0.31 5.07 -0.4805
O 1.09 -0.83 3.93 -0.1275
C -0.21 0.59 5.35 -0.1507
C -1.22 0.98 4.50 -0.0620
C -2.19 1.84 4.99 -0.0714
C -2.14 2.30 6.31 -0.0835
C -1.12 1.89 7.17 -0.0441
C -0.17 1.03 6.66 -0.2163
H -1.24 0.63 3.47 0.0847
H -2.99 2.17 4.34 0.1022
H -2.90 2.98 6.67 0.0943
H -1.08 2.23 8.20 0.1125
```

Summary:
E_HOMO ... -2.62 eV
Energy above the lowest of the compared OMol25 structures with the same formula, charge and spin ... 3.972 eV
Charge ... -2
LUMO ... 3.937 eV

no.,E (eV)
1,-211119.5207
2,-308562.2155
3,-92671.3611
4,-255054.8494